No. 1
Below is an isolated molecule of CH2FPS2 at a distorted geometry, with properties calculated with ωB97M-V/def2-TZVPD.

Positions of all 7 atoms, in Å:
F (2.382, -1.075, 2.497)
C (2.505, 0.160, 2.095)
S (3.935, 1.310, 2.871)
S (1.731, 0.943, 0.852)
P (0.420, -0.524, -0.009)
H (1.283, -0.050, -1.109)
H (-0.699, 0.314, -0.284)

- E_LUMO: -0.026 Ha
- SMILES string: FC(=S)SP
- Energy relative to the best compared isomer or geometry (same formula, charge and spin): 205.3 kJ/mol
- Orbital gap: 7.811 eV

Computed Löwdin charges, given in elementary charges: 0.000 -1.089 0.291 0.539 0.534 -0.128 -0.146

=====

No. 2
Below is an isolated molecule of C8H18BrOPS at a distorted geometry, with properties calculated with ωB97M-V/def2-TZVPD.

Positions of all 30 atoms, in Å:
C (3.404, -1.326, 1.584)
C (-2.207, 3.021, -2.495)
C (2.142, -1.639, 2.369)
C (-2.543, 1.586, -2.173)
C (1.091, -2.190, 1.411)
C (-2.003, 0.969, -0.816)
C (0.780, -1.329, 0.204)
C (-0.552, 1.230, -0.583)
O (1.109, 3.075, 1.341)
P (0.259, 0.433, 0.827)
S (1.752, 1.754, 1.576)
Br (-1.543, -0.227, 2.149)
H (3.833, -2.112, 1.022)
H (3.247, -0.474, 0.825)
H (4.055, -1.092, 2.403)
H (-2.175, 3.056, -3.535)
H (-2.752, 3.848, -2.004)
H (-1.102, 3.305, -2.306)
H (1.632, -0.835, 2.818)
H (2.365, -2.557, 3.061)
H (-2.108, 0.841, -2.943)
H (-3.706, 1.545, -1.989)
H (1.423, -3.300, 1.016)
H (0.186, -2.489, 1.882)
H (-2.513, 1.428, 0.104)
H (-2.232, -0.144, -0.887)
H (1.484, -1.223, -0.633)
H (-0.144, -1.569, -0.229)
H (0.111, 1.218, -1.440)
H (-0.548, 2.263, -0.324)

- E_LUMO (spin up / spin down): -0.012 / -0.012 Ha
- Energy relative to the best compared isomer or geometry (same formula, charge and spin): 186.6 kJ/mol
- Orbital gap (spin up / spin down): 7.205 / 7.204 eV

Computed Löwdin charges, given in elementary charges: -0.128 -0.136 -0.290 -0.258 -0.348 -0.334 -0.321 -0.433 -0.755 0.495 0.565 0.367 0.060 0.064 0.066 0.037 0.087 0.097 0.043 0.149 0.130 0.138 0.163 0.044 0.095 0.105 0.097 0.040 0.107 0.055

=====

No. 3
Below is a 6-piece molecular cluster, C15H39F3N4O8S overall at a distorted geometry, with properties calculated with ωB97M-V/def2-TZVPD.

Positions of all 70 atoms, in Å:
O (-0.703, -0.065, 0.533)
H (-1.287, 0.389, -0.081)
C (-0.530, 1.777, 4.298)
C (0.694, 1.029, 3.859)
O (1.804, 1.354, 4.079)
N (0.484, -0.184, 2.973)
H (-0.352, -0.695, 3.256)
H (0.276, 0.129, 2.001)
C (1.555, -1.258, 3.143)
H (-1.017, 2.280, 3.459)
H (-0.138, 2.546, 4.960)
H (-1.282, 1.163, 4.792)
H (2.399, -0.933, 2.546)
H (1.129, -2.202, 2.816)
H (1.864, -1.356, 4.181)
C (-5.072, -0.580, 2.446)
C (-4.359, -0.468, 1.132)
O (-4.411, -1.310, 0.307)
N (-3.483, 0.747, 0.947)
H (-3.479, 1.218, 1.849)
H (-2.505, 0.422, 0.753)
C (-4.037, 1.600, -0.169)
H (-5.497, 0.377, 2.766)
H (-4.444, -0.906, 3.280)
H (-5.918, -1.264, 2.473)
H (-4.340, 1.016, -1.033)
H (-3.361, 2.376, -0.526)
H (-4.861, 2.134, 0.305)
C (1.050, -3.846, -2.112)
C (0.547, -3.324, -0.818)
O (1.158, -3.242, 0.194)
N (-0.734, -2.537, -0.972)
H (-0.655, -1.567, -0.613)
H (-0.961, -2.447, -1.967)
C (-1.828, -3.342, -0.299)
H (1.089, -2.967, -2.762)
H (0.506, -4.679, -2.560)
H (2.064, -4.236, -2.035)
H (-1.640, -4.410, -0.404)
H (-2.731, -3.159, -0.875)
H (-1.876, -3.102, 0.756)
C (3.562, 2.893, -0.528)
N (4.392, 1.736, -1.003)
C (5.442, 2.190, -1.974)
C (5.075, 1.083, 0.207)
C (3.500, 0.696, -1.656)
C (2.029, 0.621, -1.242)
O (1.828, 0.525, 0.144)
H (4.246, 3.659, -0.170)
H (2.931, 2.600, 0.307)
H (2.907, 3.252, -1.318)
H (6.068, 1.330, -2.198)
H (6.054, 2.891, -1.407)
H (5.038, 2.683, -2.852)
H (5.727, 1.821, 0.659)
H (5.615, 0.243, -0.224)
H (4.248, 0.693, 0.793)
H (4.044, -0.246, -1.584)
H (3.480, 0.899, -2.728)
H (1.494, -0.157, -1.804)
H (1.503, 1.510, -1.622)
H (0.844, 0.338, 0.223)
C (-4.023, 0.075, -3.561)
F (-4.727, -0.300, -2.471)
F (-4.042, -0.940, -4.406)
F (-4.619, 1.124, -4.087)
S (-2.192, 0.484, -3.168)
O (-1.616, 0.731, -4.467)
O (-2.282, 1.700, -2.366)
O (-1.643, -0.610, -2.377)

- E_LUMO: -0.194 Ha
- Energy relative to the best compared isomer or geometry (same formula, charge and spin): 0.0 kJ/mol
- Orbital gap: 8.516 eV
- Total charge: +2

Computed Löwdin charges, given in elementary charges: -0.349 -0.043 0.035 -0.399 0.196 0.081 0.158 0.093 0.037 0.097 0.107 0.096 0.090 0.093 0.109 0.027 -0.401 0.188 0.096 0.161 0.106 0.024 0.099 0.100 0.108 0.073 0.096 0.113 0.037 -0.422 0.165 0.053 0.093 0.127 0.032 0.108 0.112 0.105 0.108 0.102 0.096 0.013 -0.353 0.021 0.051 -0.089 -0.238 -0.122 0.114 0.098 0.118 0.115 0.111 0.120 0.116 0.107 0.095 0.135 0.141 0.127 0.130 0.018 -0.658 0.088 0.150 0.170 0.501 -0.281 -0.349 -0.359

=====

No. 4
Below is an isolated ion of composition C9H22N4P and charge +1 at a distorted geometry, with properties calculated with ωB97M-V/def2-TZVPD.

Positions of all 36 atoms, in Å:
C (-2.434, -1.779, 1.634)
N (-1.621, -1.207, 0.517)
C (-1.936, -1.426, -0.837)
C (-1.485, -0.257, -1.715)
C (0.016, 0.062, -1.550)
N (0.529, 0.453, -0.191)
C (2.009, 0.408, -0.030)
C (2.459, -0.907, 0.770)
C (2.775, 0.288, -1.393)
C (2.433, 1.757, 0.625)
C (-0.147, 0.776, 0.868)
N (-1.241, 1.398, 1.089)
P (-2.770, 1.329, -0.064)
N (-2.164, 1.000, -1.445)
H (-3.412, -1.596, 1.454)
H (-2.079, -2.788, 1.811)
H (-2.238, -1.257, 2.526)
H (-0.666, -1.369, 0.705)
H (-1.654, -2.364, -1.402)
H (-3.045, -1.324, -0.941)
H (-1.576, -0.521, -2.775)
H (0.634, -0.782, -2.029)
H (0.325, 0.912, -2.239)
H (1.854, -1.056, 1.737)
H (2.522, -1.732, 0.199)
H (3.618, -0.790, 1.017)
H (2.424, 1.016, -2.091)
H (2.847, -0.726, -1.992)
H (3.873, 0.693, -1.278)
H (1.862, 1.767, 1.594)
H (3.542, 1.720, 0.904)
H (2.332, 2.640, -0.112)
H (0.343, 0.523, 1.835)
H (-1.352, 1.560, 2.028)
H (-2.956, 2.616, -0.163)
H (-3.621, 0.966, 0.934)

- E_LUMO: -0.109 Ha
- SMILES string: CNC[C@@H]1C[N+](C(C)(C)C)=CN[PH2]=N1
- Orbital gap: 9.617 eV
- Total charge: +1

Computed Löwdin charges, given in elementary charges: -0.037 -0.151 -0.227 -0.393 -0.080 -0.014 -0.521 -0.012 -0.079 -0.033 -0.262 0.006 0.916 -0.190 0.043 0.096 0.062 0.083 0.142 0.129 0.142 0.147 0.141 0.099 0.016 0.138 0.051 0.127 0.129 0.080 0.109 0.126 0.161 0.076 -0.017 -0.004

=====

no.,E_tot (eV)
1,-34743.2410
2,-100799.8194
3,-57499.1959
4,-24928.7697